ORCA calculation (the ωB97M-V functional and the def2-TZVPD basis) on a cluster of 2 separate species, C6H13P in total at a distorted geometry.

The geometry in XYZ format:
```
20
Properties=species:S:1:pos:R:3
C 0.150 2.013 -0.274
P 0.692 0.382 -1.070
C -0.205 -0.931 -0.091
C 2.278 0.200 -0.313
C 3.384 0.559 0.304
C 3.328 -0.900 0.042
H -0.378 2.522 -1.039
H -0.145 2.002 0.798
H 1.070 2.701 -0.408
H -1.248 -0.912 -0.513
H 0.249 -1.926 -0.272
H -0.293 -0.710 0.909
H 3.604 1.284 1.010
H 2.964 -1.654 0.887
H 3.883 -1.409 -0.719
C -3.815 -0.638 0.163
H -4.532 -1.450 0.311
H -4.263 -0.252 -0.691
H -2.776 -0.902 -0.037
H -3.946 0.020 1.003
```

Values from the calculation:
Electronic energy   -577.61571 hartree
Multiplicity   1
HOMO-LUMO gap   9.29 eV
LUMO energy   0.90 eV
ΔE to the lowest compared entry with this formula, charge and spin   3.267 eV
Structure (SMILES)   CP(C)C1=CC1.C